{"formula": "C25H47Cl2CrNO3P2S", "method": "the ωB97M-V functional and the def2-TZVPD basis", "symbols": ["Cr", "Cl", "P", "C", "C", "C", "C", "H", "C", "H", "H", "H", "H", "H", "H", "H", "C", "C", "H", "H", "H", "H", "H", "H", "C", "H", "C", "H", "H", "H", "H", "H", "H", "Cl", "H", "P", "C", "C", "C", "C", "H", "C", "H", "H", "H", "H", "H", "H", "H", "C", "C", "H", "H", "H", "H", "H", "H", "C", "H", "C", "H", "H", "H", "H", "H", "H", "O", "S", "O", "N", "C", "O", "C", "C", "C", "C", "C", "C", "H", "H", "H", "H"], "xyz": [[-0.82, -0.36, -0.74], [-0.02, 0.05, -2.83], [-1.03, -2.59, -1.01], [0.31, -3.26, -2.06], [-1.21, -3.61, 0.50], [-2.59, -2.58, -1.97], [1.68, -2.59, -1.86], [-0.04, -3.00, -3.07], [0.42, -4.78, -1.92], [0.89, -5.06, -0.97], [1.05, -5.15, -2.73], [-0.55, -5.29, -1.99], [1.76, -1.69, -2.48], [2.49, -3.28, -2.16], [1.86, -2.27, -0.82], [-2.30, -2.00, -2.87], [-3.75, -1.84, -1.28], [-2.94, -4.02, -2.35], [-2.22, -4.44, -3.06], [-3.92, -4.02, -2.83], [-2.99, -4.67, -1.46], [-3.42, -1.15, -0.48], [-4.47, -2.54, -0.85], [-4.26, -1.22, -2.02], [0.06, -3.54, 1.36], [-1.33, -4.63, 0.09], [-2.45, -3.25, 1.33], [0.93, -3.98, 0.86], [-0.11, -4.08, 2.29], [0.30, -2.49, 1.60], [-2.45, -2.18, 1.57], [-2.40, -3.81, 2.27], [-3.39, -3.51, 0.83], [-1.78, 0.14, 1.26], [-2.04, 0.21, -1.37], [-0.17, 2.90, -1.00], [-1.12, 3.55, -2.45], [-0.54, 3.84, 0.54], [1.63, 2.94, -1.44], [-2.46, 2.83, -2.65], [-0.47, 3.27, -3.30], [-1.26, 5.06, -2.35], [-2.00, 5.33, -1.59], [-1.61, 5.43, -3.33], [-0.32, 5.56, -2.12], [-2.32, 1.81, -3.02], [-3.06, 3.39, -3.38], [-3.04, 2.75, -1.71], [1.63, 2.36, -2.38], [2.51, 2.17, -0.44], [2.06, 4.38, -1.66], [1.60, 4.80, -2.56], [3.15, 4.40, -1.78], [1.80, 5.01, -0.80], [1.92, 1.50, 0.21], [3.12, 2.84, 0.18], [3.19, 1.50, -0.97], [-2.03, 3.72, 0.87], [-0.27, 4.87, 0.29], [0.30, 3.32, 1.71], [-2.68, 4.18, 0.11], [-2.22, 4.24, 1.82], [-2.33, 2.67, 0.99], [0.14, 2.24, 1.88], [-0.02, 3.85, 2.62], [1.37, 3.51, 1.58], [5.24, 1.04, 2.35], [4.71, -0.30, 2.32], [5.63, -1.41, 2.44], [3.64, -0.49, 1.09], [2.37, -0.66, 1.46], [1.41, -0.82, 0.67], [2.21, -0.60, 2.94], [1.04, -0.62, 3.71], [1.16, -0.57, 5.11], [2.41, -0.47, 5.72], [3.58, -0.39, 4.93], [3.44, -0.46, 3.55], [0.07, -0.65, 3.20], [0.25, -0.61, 5.73], [2.49, -0.43, 6.80], [4.58, -0.29, 5.36]], "lowdin_spin": [3.042, 0.022, 0.007, 0.000, -0.002, 0.009, 0.000, 0.000, -0.001, 0.000, 0.000, 0.000, 0.000, 0.000, 0.000, 0.001, 0.000, 0.002, 0.000, 0.001, 0.000, -0.001, 0.000, -0.001, 0.000, -0.001, 0.000, 0.000, 0.000, 0.000, 0.001, 0.000, 0.000, 0.026, -0.085, -0.015, -0.001, -0.002, -0.002, -0.005, 0.000, -0.001, 0.000, 0.000, 0.000, -0.003, 0.000, -0.001, 0.000, 0.000, -0.001, 0.000, 0.000, 0.000, 0.000, 0.000, 0.000, 0.000, 0.000, 0.000, 0.000, 0.000, 0.000, 0.000, 0.000, 0.000, 0.000, 0.000, 0.000, 0.002, 0.001, 0.009, 0.000, 0.000, 0.000, 0.000, 0.000, 0.000, 0.000, 0.000, 0.000, 0.000], "e_homo_ev": [-4.612, -4.642], "e_above_lowest_kj_mol": 125.2, "multiplicity": 4, "lumo_energy_ev": [2.4, 2.4], "charge": -1, "largest_force_ev_per_a": 4.1}